<w>
Below is a cluster of 12 separate species, C26H66BO30 in total, with properties calculated with wB97M-V/def2-TZVPD.

The multiplicity is 1. As for the total charge: -1. As for the orbital gap: 8.95 eV.

Each line ends with the Löwdin charge.
CARTESIAN COORDINATES (ANGSTROEM)
O 0.00921 3.42531 -0.31959  0.083
C -0.21619 2.14626 -0.35003  -0.303
O -0.11851 1.39644 0.60544  0.338
B -0.23620 0.03499 0.10716  -0.842
O -0.38775 0.17595 -1.29739  0.332
C -0.39154 1.34699 -1.62463  -0.489
O -0.42210 1.81101 -2.68010  0.178
O -1.32486 -0.69117 0.83981  0.293
C -0.82130 -1.65058 1.41100  -0.329
O -1.40259 -2.35548 2.28925  0.079
C 0.64650 -1.78660 1.05248  -0.489
O 0.96681 -0.76937 0.36276  0.287
O 1.27554 -2.64550 1.34041  0.272
C -0.18730 -6.18925 4.57238  -0.233
C -0.22903 -4.91592 3.83857  -0.272
O -1.13659 -3.93007 4.36387  -0.115
O 0.80287 -7.09551 4.00790  -0.078
H -1.05651 -6.50272 4.52572  0.035
H 0.13551 -6.04067 5.62030  0.136
H -0.63326 -5.16640 2.85112  0.127
H 0.83787 -4.52389 3.71870  0.137
H -1.29888 -3.32893 3.52985  0.052
H 1.71149 -6.72986 4.05571  0.092
C 3.93019 0.97036 1.33134  -0.266
C 3.88235 1.73095 2.65668  -0.214
O 3.82523 0.71126 3.65574  -0.071
O 3.72118 1.89817 0.32452  -0.075
H 3.02194 0.28055 1.27821  0.133
H 4.80702 0.48753 1.09522  0.084
H 2.99866 2.25060 2.53571  0.087
H 4.71111 2.30217 2.60431  0.093
H 4.79013 0.69533 3.97266  0.126
H 3.67718 1.36066 -0.49638  0.056
C -2.15661 -3.10947 -2.31694  -0.329
C -1.49217 -4.39161 -2.57332  -0.280
O -0.30145 -4.17485 -1.90221  -0.084
O -3.41853 -3.06813 -2.82833  -0.052
H -1.44127 -2.15396 -2.72450  0.167
H -2.36553 -2.84266 -1.18768  0.145
H -1.29372 -4.63178 -3.63268  0.128
H -2.11495 -5.32685 -1.98520  0.183
H 0.46663 -4.35065 -2.44005  0.086
H -3.93437 -2.58438 -2.21032  0.027
C -4.45469 -0.56947 0.13036  -0.149
C -3.95132 0.21765 -1.11278  -0.272
O -3.49405 1.50001 -0.83291  -0.074
O -4.65768 -1.94073 -0.37732  -0.099
H -5.48402 -0.11382 0.39624  0.150
H -3.59466 -0.50559 0.85693  0.107
H -4.70359 0.20582 -2.00549  0.163
H -3.16529 -0.11959 -1.56713  0.034
H -3.83913 2.21750 -1.48543  0.157
H -4.78947 -2.48670 0.40341  0.052
C -2.11277 2.05089 4.09270  -0.233
C -3.20309 2.04383 3.05204  -0.332
O -4.43999 1.69470 3.40458  -0.049
O -0.94338 2.68429 3.62232  -0.020
H -1.87402 1.06336 4.59226  0.144
H -2.65178 2.55454 4.88522  0.109
H -2.97248 1.27215 2.24377  0.123
H -3.25520 2.94368 2.54683  0.106
H -4.48186 1.35214 4.34824  0.128
H -0.26415 2.11556 3.38869  0.045
C 4.53518 -2.60346 0.16667  -0.361
C 5.55833 -3.71378 0.07229  -0.253
O 5.94770 -3.87894 -1.27272  -0.074
O 3.98351 -2.55805 1.35755  -0.012
H 3.77087 -2.60302 -0.74245  0.142
H 5.05276 -1.50458 -0.33059  0.169
H 5.14827 -4.79575 0.41630  0.169
H 6.56525 -3.50318 0.51933  0.125
H 6.49022 -3.22501 -1.54525  0.013
H 3.08466 -2.76520 1.22370  0.025
C 2.60195 -0.64105 -2.80644  -0.195
C 1.76805 -0.12316 -3.99642  -0.158
O 0.55067 -0.90151 -4.08316  -0.024
O 3.30012 0.47629 -2.29943  -0.083
H 3.36356 -1.37281 -3.08039  0.128
H 1.97925 -1.03883 -2.15221  0.057
H 2.30631 -0.32539 -4.81298  0.077
H 1.54581 0.95138 -3.96144  0.109
H 0.05740 -0.63403 -3.39024  -0.031
H 4.02350 0.69553 -2.93889  0.130
C 1.48410 5.11110 2.75740  -0.173
C 2.00539 5.35504 1.28882  -0.230
O 0.98355 5.67755 0.38201  -0.105
O 2.64391 4.91076 3.63655  -0.030
H 0.79051 4.33037 2.74328  0.080
H 1.07176 5.98117 3.11563  0.085
H 2.19048 4.39281 1.14408  0.044
H 2.83474 6.20571 1.34898  0.167
H 0.59731 4.84684 -0.03931  0.035
H 2.20540 4.90161 4.38487  -0.021
C 2.73480 3.95855 -2.52382  -0.249
C 3.69816 4.76279 -3.26602  -0.335
O 4.80264 5.22290 -2.58898  -0.066
O 1.69398 3.52180 -3.37566  -0.106
H 2.35070 4.61440 -1.92560  0.065
H 3.21511 3.07707 -2.19570  0.102
H 3.25276 5.52927 -3.80537  0.100
H 4.03633 4.16371 -4.12855  0.122
H 5.22840 5.79981 -3.37774  0.167
H 1.03162 2.77317 -2.88428  0.135
C -1.92261 2.89963 -5.73981  -0.304
C -1.68957 4.00604 -6.67098  -0.263
O -2.95248 4.67685 -6.84189  -0.085
O -0.76728 2.22745 -5.51684  -0.052
H -2.79312 2.12404 -6.17420  0.180
H -2.10291 3.40281 -4.69936  0.159
H -1.46336 3.67369 -7.70163  0.126
H -0.98580 4.76616 -6.45888  0.112
H -2.71476 5.27221 -7.53069  0.053
H -0.67717 2.13082 -4.58955  0.017
C -6.05299 -3.89535 3.65042  -0.243
C -4.58521 -3.65048 3.53869  -0.231
O -4.27836 -2.99575 2.34614  0.004
O -6.08021 -4.43093 4.89522  0.029
H -6.36358 -4.51775 2.90861  0.094
H -6.49550 -2.84233 3.43407  0.166
H -4.14506 -4.52644 3.64754  0.091
H -4.20634 -3.05723 4.21464  0.089
H -3.43137 -2.83696 2.29445  -0.036
H -6.28092 -3.74681 5.40026  0.022


<x>
Below is a cluster of 12 separate species, C26H66BO30 in total, with properties calculated with wB97M-V/def2-TZVPD.

The multiplicity is 1. As for the total charge: -1. As for the orbital gap: 9.39 eV.

Each line ends with the Löwdin charge.
CARTESIAN COORDINATES (ANGSTROEM)
O -1.13223 2.93515 -0.73657  0.084
C -0.71285 1.92547 -0.12288  -0.359
O -0.05332 1.86983 1.00150  0.238
B 0.00981 0.45150 1.43538  -0.868
O -0.41890 -0.31413 0.25811  0.237
C -0.89093 0.49132 -0.65675  -0.387
O -1.43568 0.12062 -1.68581  0.118
O -0.86306 0.16319 2.62277  0.228
C -0.12321 -0.19287 3.64127  -0.395
O -0.46693 -0.46048 4.77970  0.116
C 1.32490 -0.21004 3.09317  -0.356
O 1.34665 0.11671 1.84419  0.269
O 2.28792 -0.55356 3.83007  0.074
C -7.50099 -0.44023 -3.43536  -0.260
C -6.78419 0.83861 -3.05516  -0.286
O -7.70447 1.81869 -2.74927  -0.051
O -8.02893 -0.30916 -4.73080  -0.059
H -8.22089 -0.68306 -2.65376  0.123
H -6.77397 -1.24575 -3.33200  0.113
H -6.08293 1.14487 -3.83141  0.118
H -6.14199 0.66868 -2.19100  0.123
H -8.30707 1.96562 -3.48199  0.087
H -7.38555 -0.42632 -5.43360  0.090
C -1.46988 2.99587 -9.45810  -0.257
C -2.45619 3.10787 -8.24578  -0.243
O -3.69053 2.46754 -8.42963  -0.061
O -0.99888 1.69076 -9.52959  -0.067
H -0.63075 3.68583 -9.36920  0.113
H -2.02217 3.12654 -10.38869  0.116
H -2.64980 4.15697 -8.02217  0.112
H -2.05022 2.72318 -7.31021  0.121
H -3.57181 1.54483 -8.19277  0.085
H -0.62870 1.72772 -10.41457  0.082
C 4.97534 4.03595 -2.31134  -0.240
C 5.27462 2.57073 -1.87874  -0.239
O 6.19633 1.97629 -2.73790  -0.069
O 4.71990 4.22195 -3.67915  -0.084
H 5.88061 4.64303 -2.30399  0.117
H 4.14968 4.46646 -1.74474  0.118
H 4.43151 1.88341 -1.80909  0.117
H 5.77040 2.58786 -0.90816  0.119
H 5.86390 2.07861 -3.63267  0.079
H 4.58457 5.17166 -3.71581  0.084
C -3.49204 -4.56842 1.57470  -0.239
C -3.46844 -4.87466 0.01253  -0.235
O -4.79666 -4.88253 -0.46376  -0.072
O -4.28901 -5.50223 2.23440  -0.064
H -3.87373 -3.55014 1.64886  0.122
H -2.45878 -4.62173 1.91766  0.114
H -3.09754 -5.87745 -0.19944  0.107
H -2.75463 -4.18213 -0.43353  0.116
H -5.19860 -5.29779 0.30279  0.058
H -5.02052 -5.07671 2.68764  0.094
C -4.18075 -3.95173 -6.87598  -0.231
C -4.48683 -3.51221 -8.29485  -0.255
O -5.24187 -2.29785 -8.32135  -0.069
O -3.61020 -5.27702 -6.93058  -0.081
H -5.11581 -4.11148 -6.33911  0.116
H -3.58459 -3.20215 -6.35557  0.123
H -5.07471 -4.24252 -8.85084  0.119
H -3.49824 -3.45496 -8.75042  0.117
H -5.36482 -2.12885 -9.25833  0.079
H -3.31135 -5.60906 -6.08086  0.083
C 1.32720 -5.99452 9.65726  -0.229
C 0.35269 -5.69946 8.44471  -0.206
O -0.85225 -5.05167 8.90334  -0.089
O 1.93243 -4.78821 10.09246  -0.074
H 2.05521 -6.71548 9.28536  0.108
H 0.87075 -6.47078 10.52497  0.112
H 0.07708 -6.61676 7.92443  0.103
H 0.73378 -5.09223 7.62364  0.118
H -0.95602 -4.14894 8.59364  0.081
H 1.18092 -4.23135 10.30866  0.075
C -1.88552 5.89491 4.41802  -0.243
C -1.06759 5.45031 5.64827  -0.225
O -0.42991 6.50903 6.41648  -0.074
O -2.82276 6.83949 4.87592  -0.074
H -2.27337 5.01728 3.90088  0.119
H -1.28820 6.40745 3.66395  0.123
H -0.36281 4.74250 5.21193  0.114
H -1.65478 4.90868 6.38985  0.112
H -1.16060 7.12905 6.47353  0.060
H -3.43741 6.38642 5.45776  0.088
C -3.59014 8.11295 -4.28705  -0.298
C -3.62614 9.42410 -3.48343  -0.245
O -2.99526 9.45667 -2.21671  -0.063
O -4.30705 7.04560 -3.83614  -0.037
H -2.57232 7.76394 -4.46120  0.117
H -3.82209 8.33226 -5.32926  0.115
H -4.66585 9.69791 -3.30421  0.114
H -3.21486 10.22977 -4.09158  0.112
H -3.66731 9.23579 -1.56774  0.082
H -3.87243 6.50991 -3.16851  0.102
C 4.29610 -4.18139 -3.58612  -0.236
C 2.96782 -3.60338 -3.02225  -0.244
O 1.91025 -4.09381 -3.82483  -0.052
O 4.52675 -5.58268 -3.32504  -0.073
H 5.16326 -3.68002 -3.15627  0.108
H 4.34957 -3.96559 -4.65320  0.110
H 3.04387 -2.51623 -3.04289  0.111
H 2.99798 -3.80618 -1.95171  0.118
H 1.96807 -3.57299 -4.62920  0.084
H 4.88174 -5.61981 -2.43386  0.074
C 6.98311 -4.22017 1.92587  -0.248
C 8.05203 -3.17057 1.59224  -0.266
O 9.35969 -3.56372 1.91379  -0.052
O 6.98248 -5.25748 0.97225  -0.069
H 5.93731 -3.91855 1.98438  0.124
H 7.23191 -4.63803 2.90137  0.111
H 7.72571 -2.26336 2.10075  0.113
H 8.01084 -2.80493 0.56622  0.123
H 9.44289 -3.49704 2.86785  0.089
H 7.91020 -5.50263 1.00134  0.074
C 5.35922 0.60605 9.68939  -0.246
C 6.02582 1.15126 10.95174  -0.211
O 5.59074 0.54409 12.22159  -0.085
O 5.75465 -0.75351 9.66754  -0.079
H 5.77790 1.11078 8.81872  0.115
H 4.27295 0.69562 9.69798  0.123
H 5.72603 2.19919 10.96037  0.114
H 7.09895 0.96766 10.89902  0.114
H 5.78560 -0.39354 12.15460  0.065
H 5.16110 -1.26982 9.11735  0.089


What should be chosen as the most stable of them? Choose <x>.


<w>
Below is the molecule C2H4OS2, with properties calculated with wB97M-V/def2-TZVPD.

The multiplicity is 1. The SMILES is OC(=S)CS. As for the orbital gap: 8.74 eV.

Each line ends with the Löwdin charge.
CARTESIAN COORDINATES (ANGSTROEM)
C 0.26614 -0.59986 0.53802  -0.559
C -0.82839 0.34102 0.07042  -0.983
H 0.99079 -0.48040 -1.48794  -0.044
H 0.02291 -1.66243 0.11276  0.093
H 0.52116 -0.57413 1.65155  0.105
H 0.22496 1.77402 -0.16471  0.001
O -0.62114 1.57457 -0.00963  0.051
S 1.77847 -0.06535 -0.37061  0.695
S -2.35491 -0.30743 -0.33985  0.640


<x>
Below is a cluster of 2 separate species, C2H4OS2 in total, with properties calculated with wB97M-V/def2-TZVPD.

The multiplicity is 1. The SMILES is OC=S.C=S. As for the orbital gap: 8.42 eV.

Each line ends with the Löwdin charge.
CARTESIAN COORDINATES (ANGSTROEM)
C 1.78780 0.86835 -0.04396  -0.753
C -1.21757 -0.40270 0.21416  -0.763
O -2.36069 -1.04563 0.15030  -0.038
S 2.23745 -0.56774 0.37155  0.620
S -0.98124 1.20170 0.42031  0.732
H 1.83943 1.89380 0.41532  0.032
H 1.19169 0.92290 -0.94282  -0.044
H -0.31017 -0.97748 -0.14984  0.034
H -2.18671 -1.89320 -0.43501  0.180


What should be chosen as the most stable of them? Choose <w>.


<w>
Below is a structure of composition C2H4OS2, with properties calculated with wB97M-V/def2-TZVPD.

The multiplicity is 1. As for the orbital gap: 7.99 eV.

Each line ends with the Löwdin charge.
CARTESIAN COORDINATES (ANGSTROEM)
C -0.18489 0.74041 0.51132  -0.525
C -0.18061 -0.55487 -0.24158  -1.164
H 0.67874 2.16350 -0.49128  0.286
H -0.17088 0.58326 1.62204  0.142
H -1.05722 1.15891 0.09941  0.064
H 0.46204 -2.61793 -0.92380  -0.035
O 1.00565 1.13076 0.11683  -0.185
S 1.21061 -1.42424 -0.59276  0.828
S -1.76344 -1.17980 -0.10018  0.590


<x>
Below is the molecule C2H4OS2, with properties calculated with wB97M-V/def2-TZVPD.

The multiplicity is 1. As for the orbital gap: 8.34 eV.

Each line ends with the Löwdin charge.
CARTESIAN COORDINATES (ANGSTROEM)
C 0.10057 0.20475 -0.02425  -0.436
C -1.23454 -0.16382 -0.51588  -0.717
O 0.77120 -2.40282 -0.55838  -0.598
S 1.20136 -1.31902 0.30510  0.838
S -2.23866 -1.20292 0.20701  0.718
H 0.62998 0.82808 -0.74034  0.073
H 0.07908 0.68699 0.95082  0.081
H -1.53297 0.25858 -1.47048  0.049
H 0.52048 -1.56438 1.51733  -0.008


What should be chosen as the most stable of them? Choose <x>.


<w>
Below is a cluster of 3 separate species, C3H12N2O3 in total, with properties calculated with wB97M-V/def2-TZVPD.

The multiplicity is 1. The SMILES is CCNC(N)=O.O.O. As for the orbital gap: 9.83 eV.

Each line ends with the Löwdin charge.
CARTESIAN COORDINATES (ANGSTROEM)
C 1.00079 0.49600 1.09930  -0.319
N 0.15068 0.46783 -0.02253  0.038
C -0.72353 1.54376 -0.45897  -0.571
N -1.34620 2.39574 0.43462  0.142
O -0.90017 1.72403 -1.63682  0.015
C 1.91826 -0.66576 1.06490  -0.148
H 0.49456 0.31918 2.03207  0.108
H 1.78947 1.38477 1.14272  0.153
H 0.35012 -0.20668 -0.77574  0.120
H -1.92192 3.04189 -0.19364  0.143
H -0.98850 2.64472 1.33882  0.084
H 2.85638 -0.90879 0.50975  0.092
H 1.31914 -1.58368 1.10585  0.057
H 2.47798 -0.75219 1.99753  0.068
H -0.29091 -3.20739 -0.65411  0.021
H -1.32130 -2.45936 0.04445  0.048
O -0.47945 -2.92521 0.22901  -0.058
H -2.17648 -0.52359 -2.20293  0.038
H -0.95126 -0.05274 -2.79635  -0.004
O -1.25766 -0.73252 -2.25795  -0.028


<x>
Below is a cluster of 3 separate species, C3H12N2O3 in total, with properties calculated with wB97M-V/def2-TZVPD.

The multiplicity is 1. The SMILES is C[C@@H](N)C(N)=O.O.O. As for the orbital gap: 10.60 eV.

Each line ends with the Löwdin charge.
CARTESIAN COORDINATES (ANGSTROEM)
N -0.30354 -0.99407 -2.50662  0.025
C 0.32686 -0.44311 -1.31462  -0.366
C 1.06550 -1.59949 -0.52861  -0.032
C -0.74885 0.26290 -0.45006  -0.498
N -1.13661 1.37249 -1.11485  0.168
O -1.18766 -0.09350 0.63131  0.043
H -0.99881 -1.65625 -2.18507  0.081
H 0.35441 -1.68450 -2.88924  0.074
H 1.09185 0.37940 -1.54054  0.153
H 0.40781 -1.70517 0.36218  0.062
H 2.04032 -1.21283 -0.26932  0.070
H 1.20453 -2.44453 -1.17856  0.061
H -1.70457 2.10764 -0.73378  0.109
H -0.77783 1.60758 -2.02175  0.102
H -1.02670 2.97005 1.94005  0.019
H 0.03542 2.89676 3.01096  0.036
O -0.50599 3.53304 2.52952  -0.062
H 0.05390 -0.79541 2.29097  -0.012
H 1.04128 -1.70854 3.02989  0.032
O 0.76869 -0.79248 2.93815  -0.065


<y>
Below is a cluster of 3 separate species, C3H12N2O3 in total, with properties calculated with wB97M-V/def2-TZVPD.

The multiplicity is 1. The SMILES is CNC(=O)CN.O.O. As for the orbital gap: 10.07 eV.

Each line ends with the Löwdin charge.
CARTESIAN COORDINATES (ANGSTROEM)
N 2.72208 -0.08170 -0.18459  0.007
C 1.58737 0.60287 -0.95691  -0.129
C 0.30099 0.05609 -0.35540  -0.417
N -0.05867 -1.23680 -0.75175  0.020
C -1.52893 -1.40158 -0.98541  -0.081
O -0.58801 0.71929 0.22595  0.005
H 3.56823 -0.38665 -0.58980  0.040
H 2.85377 0.36400 0.70154  0.057
H 1.65621 1.76123 -0.76893  0.135
H 1.68261 0.42485 -2.02127  0.108
H 0.47620 -1.90575 -1.15183  0.075
H -1.84501 -0.73289 -1.81255  0.086
H -1.68578 -2.51270 -1.14562  0.088
H -2.23163 -1.27495 -0.00338  0.107
H -1.77621 -1.80251 2.85350  0.040
H -2.21812 -0.47741 2.20447  0.007
O -2.53254 -1.31829 2.50891  -0.052
H -0.12476 3.55064 1.28823  -0.042
H -0.29841 2.37523 0.48306  -0.026
O 0.04062 3.27705 0.46179  -0.028


What should be chosen as the most stable of them? Choose <x>.